[1]
{
  "formula": "C25H16BrN6OSZn",
  "method": "wB97M-V/def2-TZVPD",
  "symbols": ["Zn", "Br", "C", "C", "C", "C", "C", "C", "N", "N", "C", "C", "C", "C", "O", "C", "N", "C", "C", "C", "C", "H", "H", "H", "H", "H", "H", "H", "H", "H", "N", "C", "C", "C", "C", "C", "C", "N", "C", "C", "C", "S", "C", "N", "H", "H", "H", "H", "H", "H", "H"],
  "positions_angstrom": [[0.365606, -1.482460, 1.637589], [3.033837, -2.910998, -6.010218], [1.699680, -1.632744, -5.615289], [1.916711, -0.301547, -5.925184], [0.935861, 0.629226, -5.620387], [-0.226503, 0.241600, -4.967844], [-0.451640, -1.107862, -4.705383], [0.510289, -2.047568, -5.033624], [-1.183805, 1.285446, -4.720864], [-1.884017, 1.326005, -3.696576], [-1.632892, 0.502482, -2.553695], [-2.692816, -0.198337, -2.040955], [-2.556258, -1.066255, -0.948700], [-1.351128, -1.212307, -0.296309], [-1.181532, -2.035782, 0.723264], [-0.263165, -0.377196, -0.740253], [0.897584, -0.417394, -0.003408], [1.911090, 0.350210, -0.336056], [1.847375, 1.251052, -1.404659], [0.700905, 1.323399, -2.144916], [-0.394394, 0.477902, -1.855427], [2.829989, 0.001521, -6.417735], [1.066464, 1.673899, -5.875711], [-1.388726, -1.431396, -4.272823], [0.339602, -3.097322, -4.839762], [-3.651736, -0.100728, -2.536340], [-3.400064, -1.643976, -0.595149], [2.804717, 0.274946, 0.271592], [2.693556, 1.887551, -1.619611], [0.625959, 2.044842, -2.945152], [0.135352, 0.551124, 5.155775], [-0.670365, 1.507799, 4.548196], [-1.268881, 2.669084, 5.024257], [-2.013870, 3.389295, 4.114823], [-2.163984, 2.971633, 2.779304], [-1.569598, 1.820014, 2.312985], [-0.809922, 1.088683, 3.223782], [-0.098119, -0.089925, 3.056599], [0.440526, -0.369201, 4.219175], [1.261539, -1.568341, 4.363046], [1.913918, -2.057066, 5.444957], [2.718271, -3.505117, 5.038934], [2.147581, -3.385777, 3.446794], [1.402574, -2.339401, 3.219466], [0.426089, 0.541041, 6.118707], [-1.161257, 2.992272, 6.051260], [-2.499766, 4.300110, 4.437456], [-2.764170, 3.570280, 2.107927], [-1.690210, 1.483888, 1.289759], [1.964126, -1.652166, 6.442921], [2.379618, -4.124439, 2.693461]],
  "forces_ev_per_angstrom": [[0.090, 0.009, 0.138], [-0.005, -0.005, -0.013], [0.003, -0.044, 0.016], [-0.014, 0.058, -0.023], [0.068, 0.095, 0.052], [0.191, 0.098, 0.185], [-0.157, 0.012, 0.013], [0.011, 0.032, -0.005], [-0.433, -0.380, 0.029], [0.473, 0.460, -0.063], [-0.055, -0.268, 0.035], [-0.038, -0.064, -0.069], [-0.083, -0.033, -0.016], [0.138, -0.065, 0.070], [-0.100, 0.036, -0.219], [0.049, -0.010, 0.025], [-0.306, -0.066, -0.207], [0.039, -0.026, 0.092], [0.043, 0.020, -0.035], [-0.018, -0.091, -0.059], [0.005, 0.151, -0.105], [0.001, 0.004, 0.017], [0.007, -0.025, -0.019], [0.043, -0.005, 0.033], [-0.015, 0.005, -0.003], [0.004, -0.032, 0.025], [-0.003, 0.012, -0.026], [-0.004, 0.014, 0.008], [0.000, -0.013, 0.011], [-0.032, 0.008, -0.094], [0.030, -0.016, 0.087], [0.006, -0.007, -0.040], [0.010, 0.002, 0.072], [-0.012, -0.008, -0.034], [0.003, 0.011, 0.025], [-0.009, -0.025, -0.051], [0.013, -0.031, -0.034], [0.090, 0.050, 0.193], [-0.010, 0.014, -0.026], [0.001, -0.035, -0.042], [0.022, -0.006, 0.068], [0.028, -0.070, -0.036], [-0.018, -0.040, -0.008], [-0.041, 0.244, 0.051], [-0.013, 0.018, -0.004], [-0.003, -0.001, -0.025], [0.001, -0.009, -0.009], [0.002, -0.002, 0.006], [0.001, 0.018, 0.026], [-0.006, -0.011, -0.023], [0.003, 0.017, 0.012]],
  "gap_ev": 6.49,
  "lumo_ev": -3.3977,
  "charge": 1
}

=====

[2]
{
  "formula": "C25H16Cl5N2O4Tc",
  "method": "wB97M-V/def2-TZVPD",
  "symbols": ["Tc", "C", "O", "C", "C", "C", "C", "C", "C", "N", "N", "C", "C", "O", "C", "C", "C", "C", "C", "C", "C", "C", "H", "H", "H", "H", "H", "H", "H", "H", "H", "H", "H", "H", "H", "Cl", "C", "C", "Cl", "C", "Cl", "C", "O", "C", "Cl", "C", "Cl", "C", "C", "O", "H", "H", "H"],
  "positions_angstrom": [[0.174896, 0.300348, 1.161999], [-2.071016, 0.841643, 3.421348], [-1.727553, 0.679267, 2.025006], [-2.617153, 1.176233, 1.063974], [-3.883958, 1.605980, 1.392962], [-4.715880, 2.060265, 0.375951], [-4.277463, 2.082816, -0.937869], [-2.997391, 1.650569, -1.251973], [-2.164648, 1.197327, -0.247524], [-0.807110, 0.732719, -0.475144], [-0.460516, 0.663551, -1.708739], [0.767961, 0.276039, -2.068318], [1.841864, -0.026607, -1.187172], [1.770185, 0.042111, 0.121263], [3.106026, -0.409616, -1.695634], [3.289830, -0.490432, -3.035494], [2.258441, -0.186182, -3.980421], [2.512565, -0.274277, -5.361719], [1.527756, 0.028852, -6.265322], [0.266152, 0.426788, -5.799237], [-0.000560, 0.515953, -4.453394], [0.995302, 0.208578, -3.517237], [-2.968154, 0.265629, 3.630398], [-2.210422, 1.899297, 3.632967], [-1.229561, 0.442482, 3.975221], [-4.232726, 1.594514, 2.413677], [-5.712494, 2.400095, 0.624684], [-4.929115, 2.441917, -1.722104], [-2.637275, 1.667660, -2.269894], [3.892888, -0.637344, -0.990596], [4.258051, -0.797474, -3.417406], [3.494010, -0.585094, -5.699352], [1.719266, -0.038522, -7.327839], [-0.513836, 0.668011, -6.509982], [-0.980677, 0.820157, -4.116023], [1.901379, -5.256227, 5.391621], [1.258104, -4.174356, 4.228240], [1.620660, -2.836019, 4.249358], [2.703376, -2.199204, 5.417542], [1.076217, -2.000104, 3.287395], [1.462380, -0.274385, 3.251599], [0.191743, -2.411085, 2.317429], [-0.308719, -1.555666, 1.408846], [-0.169891, -3.755680, 2.307500], [-1.273482, -4.272273, 1.094337], [0.360111, -4.627405, 3.250148], [-0.095144, -6.277933, 3.216188], [2.217024, 2.720588, 1.772169], [0.788610, 2.264901, 1.703086], [-0.168458, 2.971208, 1.858889], [2.267646, 3.804707, 1.693634], [2.817175, 2.229998, 1.007847], [2.613584, 2.405682, 2.743115]],
  "forces_ev_per_angstrom": [[-0.679, -0.789, -1.318], [0.044, -0.003, -0.372], [-0.256, 0.288, -0.043], [0.095, -0.143, 0.626], [-0.112, 0.051, -0.158], [-0.019, 0.013, 0.056], [0.037, -0.016, -0.035], [-0.140, 0.082, -0.107], [0.634, -0.213, -0.167], [-0.764, 0.359, 0.597], [0.545, -0.203, 0.009], [-0.507, 0.161, -0.550], [0.312, -0.096, 1.013], [0.435, 0.147, -0.781], [-0.043, 0.025, -0.371], [0.154, -0.066, -0.033], [0.218, -0.045, -0.047], [0.017, -0.014, 0.056], [-0.124, 0.033, 0.037], [0.030, -0.003, -0.127], [-0.040, -0.005, 0.046], [-0.009, -0.014, 0.253], [-0.025, -0.009, 0.080], [-0.002, 0.018, 0.059], [0.012, 0.002, 0.057], [-0.016, 0.006, -0.004], [0.023, -0.002, -0.021], [0.008, -0.007, 0.006], [-0.002, 0.003, 0.011], [-0.043, 0.016, 0.021], [-0.053, 0.022, -0.021], [-0.017, 0.012, 0.030], [-0.017, 0.007, 0.021], [0.020, -0.007, 0.005], [0.023, -0.013, 0.010], [-0.022, 0.048, -0.049], [-0.038, -0.156, 0.005], [0.045, 0.186, 0.010], [-0.053, -0.082, -0.042], [0.271, 0.722, 0.186], [0.156, -0.424, 0.220], [-0.277, 0.234, -0.492], [0.322, -0.056, 0.840], [-0.198, -0.159, -0.208], [0.096, -0.026, 0.128], [-0.014, -0.147, 0.041], [0.018, 0.044, 0.006], [0.003, -0.098, 0.052], [-0.203, 0.073, 0.614], [0.158, 0.157, -0.134], [0.003, 0.008, 0.017], [-0.019, 0.031, 0.001], [0.011, 0.048, -0.030]],
  "multiplicity": 2,
  "gap_ev": [6.10, 6.07],
  "lumo_ev": [-5.0532, -5.1904],
  "charge": 1
}

=====

[3]
{
  "formula": "C25H16F5N5OZr",
  "method": "wB97M-V/def2-TZVPD",
  "symbols": ["Zr", "F", "C", "C", "C", "F", "C", "F", "C", "F", "C", "F", "N", "C", "N", "C", "C", "C", "C", "C", "C", "H", "H", "H", "H", "H", "H", "C", "C", "O", "H", "H", "H", "N", "C", "C", "C", "C", "C", "C", "C", "N", "C", "C", "N", "C", "H", "H", "H", "H", "H", "H", "H"],
  "positions_angstrom": [[-1.438937, 0.588179, 0.938813], [-0.098698, -2.965955, 1.836006], [-1.416942, -2.764518, 1.757327], [-1.921982, -1.520785, 1.433405], [-3.288081, -1.427898, 1.386072], [-3.738673, -0.127741, 1.063373], [-4.200043, -2.431466, 1.615213], [-5.502337, -2.245066, 1.538336], [-3.649669, -3.671514, 1.933478], [-4.434157, -4.698957, 2.164263], [-2.265341, -3.834900, 2.003661], [-1.775776, -5.023001, 2.305267], [-1.834821, -0.367502, -3.381007], [-1.251512, -0.733512, -2.239377], [-1.441214, 0.154852, -1.275223], [-2.224950, 1.170631, -1.853835], [-2.734961, 2.336267, -1.280699], [-3.503281, 3.148538, -2.092093], [-3.745403, 2.815658, -3.435622], [-3.240644, 1.667022, -4.009702], [-2.478270, 0.850216, -3.181999], [-1.820498, -0.913633, -4.230205], [-0.707445, -1.658108, -2.125723], [-2.571274, 2.666854, -0.251396], [-3.920947, 4.060669, -1.690656], [-4.346639, 3.483920, -4.035971], [-3.436334, 1.423191, -5.044519], [-1.710003, 1.523643, 4.485222], [-1.653437, 1.253789, 3.042256], [-2.153145, 2.065345, 2.211675], [-1.065316, 2.388236, 4.683092], [-1.375366, 0.675651, 5.074042], [-2.723465, 1.820931, 4.768579], [8.630767, -0.213255, -2.932850], [7.649366, -0.173609, -2.339938], [6.416875, -0.107308, -1.602383], [6.421150, 0.349268, -0.286527], [5.232192, 0.425495, 0.419559], [4.063057, 0.029842, -0.208732], [4.040137, -0.440073, -1.510902], [5.230400, -0.501449, -2.215782], [2.825263, 0.107797, 0.526674], [2.611281, -0.360844, 1.809232], [1.344528, -0.021655, 2.129930], [0.763705, 0.647079, 1.051901], [1.707086, 0.687861, 0.102212], [7.349618, 0.650952, 0.177081], [5.221799, 0.800284, 1.433969], [3.118067, -0.781262, -1.962197], [5.248189, -0.869927, -3.231625], [3.375202, -0.892345, 2.348377], [0.804185, -0.206259, 3.042410], [1.616696, 1.160372, -0.862460]],
  "forces_ev_per_angstrom": [[0.091, -0.422, 0.167], [0.026, 0.029, -0.003], [-0.109, -0.082, -0.005], [0.039, 0.317, 0.055], [-0.180, 0.061, -0.070], [0.094, -0.004, -0.064], [0.141, -0.009, 0.001], [-0.035, -0.029, 0.009], [0.056, 0.079, -0.021], [-0.038, -0.007, 0.004], [0.036, -0.003, 0.005], [0.003, -0.011, 0.000], [0.045, -0.032, 0.079], [0.008, -0.090, 0.036], [-0.022, 0.199, -0.022], [0.041, 0.055, 0.053], [-0.095, 0.162, -0.048], [0.023, -0.078, -0.036], [-0.015, 0.039, 0.020], [-0.001, 0.002, 0.029], [-0.049, -0.020, -0.032], [-0.022, 0.035, -0.025], [0.006, -0.001, 0.000], [0.073, -0.076, -0.025], [-0.007, 0.009, -0.002], [-0.001, 0.001, -0.001], [0.011, -0.018, -0.003], [-0.027, -0.024, -0.022], [0.165, 0.095, -0.099], [-0.111, -0.101, 0.027], [0.009, -0.007, 0.011], [0.008, 0.009, 0.005], [0.006, 0.011, -0.012], [0.024, -0.020, -0.021], [-0.002, 0.030, 0.020], [0.025, -0.011, -0.027], [-0.050, 0.012, 0.046], [0.071, -0.035, -0.114], [-0.130, -0.015, 0.097], [0.134, 0.000, -0.014], [-0.059, -0.013, 0.024], [-0.008, 0.025, 0.011], [0.073, 0.111, -0.131], [-0.078, 0.023, 0.187], [-0.091, -0.309, -0.102], [-0.044, 0.117, -0.012], [0.011, 0.004, -0.013], [-0.020, 0.006, 0.012], [-0.015, 0.005, 0.004], [0.005, 0.008, -0.005], [-0.012, 0.007, 0.044], [0.012, -0.028, -0.022], [-0.016, -0.007, 0.006]],
  "gap_ev": 7.32,
  "lumo_ev": -7.3429,
  "charge": 2,
  "relative_energy_kj_mol": 60.04
}

=====

[4]
{
  "formula": "C25H16N6PdS3",
  "method": "wB97M-V/def2-TZVPD",
  "symbols": ["Pd", "S", "C", "C", "C", "C", "N", "C", "C", "C", "S", "C", "N", "H", "H", "S", "C", "C", "C", "N", "C", "C", "C", "C", "C", "N", "C", "C", "H", "H", "H", "H", "H", "H", "H", "H", "N", "C", "N", "C", "C", "C", "C", "C", "C", "H", "H", "H", "H", "H", "H"],
  "positions_angstrom": [[0.057211, 0.447567, 0.915974], [2.351098, 0.396140, 1.131485], [1.940029, -1.263580, 1.581485], [2.623435, -2.349252, 1.048060], [2.335303, -3.656494, 1.431684], [3.046999, -4.748360, 0.832982], [3.628995, -5.609569, 0.342730], [1.342970, -3.885430, 2.389340], [0.656904, -2.802834, 2.933259], [0.920083, -1.495951, 2.535953], [-0.000856, -0.152308, 3.208343], [1.009372, -5.216795, 2.807084], [0.724888, -6.272317, 3.161454], [3.391427, -2.172075, 0.306720], [-0.112952, -2.972561, 3.674545], [-6.331678, -0.726125, 1.876957], [-4.659730, -0.392201, 1.356660], [-3.752795, -1.440136, 1.265731], [-2.450265, -1.163119, 0.897447], [-2.032737, 0.071304, 0.599257], [-2.904303, 1.079012, 0.697692], [-4.220171, 0.894819, 1.073433], [-7.198455, -0.191244, 0.405858], [-7.601644, 1.123567, 0.231225], [-8.277085, 1.452503, -0.935623], [-8.571660, 0.573798, -1.889068], [-8.196775, -0.687743, -1.699053], [-7.509770, -1.121988, -0.573557], [-4.057689, -2.452438, 1.489314], [-1.712931, -1.952826, 0.823464], [-2.523552, 2.066581, 0.467879], [-4.882383, 1.743931, 1.158308], [-7.414774, 1.873230, 0.987461], [-8.604070, 2.471640, -1.108382], [-8.455788, -1.386499, -2.486154], [-7.219618, -2.157465, -0.462171], [-0.033264, 3.480357, -2.348420], [-0.020842, 2.175051, -1.992485], [0.011463, 2.000992, -0.702615], [0.037902, 3.287126, -0.147850], [0.097459, 3.712791, 1.179658], [0.102261, 5.072693, 1.412928], [0.055060, 6.002109, 0.362541], [0.007611, 5.597580, -0.955057], [0.002467, 4.226347, -1.184982], [-0.045977, 3.833225, -3.288950], [-0.040331, 1.378920, -2.719506], [0.156299, 2.998538, 1.991213], [0.154775, 5.432286, 2.431585], [0.062415, 7.059017, 0.592882], [-0.017786, 6.313753, -1.765674]],
  "forces_ev_per_angstrom": [[-0.395, 1.406, -0.473], [-0.831, -0.103, 0.114], [0.588, -0.516, 0.341], [0.047, 0.214, -0.064], [-0.123, -0.059, 0.119], [0.038, 0.002, -0.005], [-0.007, 0.001, -0.013], [0.109, 0.013, -0.109], [-0.068, 0.182, -0.009], [0.328, -0.677, 0.385], [0.074, -0.089, -0.985], [0.012, -0.008, 0.041], [-0.020, -0.005, -0.015], [-0.004, -0.024, -0.006], [0.000, -0.054, -0.011], [0.018, 0.076, -0.033], [-0.018, -0.059, -0.009], [-0.084, 0.047, -0.007], [-0.020, -0.004, -0.137], [0.145, 0.028, 0.786], [-0.046, 0.002, -0.169], [-0.010, -0.039, -0.071], [0.044, -0.065, 0.085], [-0.041, 0.006, 0.007], [-0.018, -0.011, -0.013], [-0.011, 0.014, -0.018], [0.022, 0.014, 0.013], [0.009, 0.040, -0.055], [0.027, -0.016, -0.028], [0.024, 0.030, 0.086], [0.026, -0.002, 0.055], [-0.005, 0.010, -0.015], [0.020, -0.004, 0.016], [0.007, 0.006, 0.015], [0.006, -0.019, 0.009], [-0.013, -0.009, -0.011], [0.001, 0.043, -0.027], [-0.028, -0.272, -0.079], [0.199, -0.072, 0.469], [-0.016, 0.107, -0.275], [0.002, -0.051, 0.029], [0.001, -0.021, 0.006], [-0.004, 0.003, 0.009], [0.007, 0.026, -0.037], [-0.004, -0.044, 0.110], [-0.002, -0.029, -0.003], [0.015, -0.001, 0.004], [0.001, -0.014, -0.014], [-0.004, 0.003, 0.000], [0.005, 0.000, -0.005], [-0.004, -0.006, -0.001]],
  "gap_ev": 6.47,
  "lumo_ev": -0.9555,
  "charge": 0,
  "relative_energy_kj_mol": 139.85
}